{"formula": "C27H50ClO9PS3Si", "method": "the ωB97M-V functional and the def2-TZVPD basis", "species": ["C", "C", "C", "Si", "S", "C", "C", "O", "C", "C", "O", "C", "C", "C", "C", "C", "C", "C", "C", "C", "C", "C", "C", "C", "C", "P", "O", "Cl", "H", "H", "H", "H", "H", "H", "H", "H", "H", "H", "H", "H", "H", "H", "H", "H", "H", "H", "H", "H", "H", "H", "H", "H", "H", "H", "H", "H", "H", "H", "H", "H", "H", "H", "C", "C", "O", "S", "C", "O", "O", "H", "H", "H", "H", "H", "H", "H", "H", "C", "C", "O", "S", "C", "O", "O", "H", "H", "H", "H", "H", "H", "H", "H"], "positions_angstrom": [[8.577, -5.471, 1.342], [8.569, -4.467, 0.492], [8.465, -3.453, -0.778], [6.784, -2.481, -0.808], [6.194, -1.713, 1.123], [6.977, -0.938, -1.981], [5.753, -0.864, -3.044], [4.547, -0.509, -2.275], [3.657, 0.220, -3.165], [2.268, 0.688, -2.490], [2.354, 0.904, -1.026], [1.086, 0.357, -0.540], [-0.220, 1.138, -0.945], [-1.652, 0.592, -0.493], [-1.771, -0.752, 0.375], [-3.255, -1.264, 0.768], [-3.289, -2.075, 2.200], [-4.114, 0.109, 1.075], [-4.049, -2.014, -0.418], [-3.255, -3.195, -1.172], [-2.502, -4.255, -0.215], [-4.402, -4.063, -1.975], [-2.203, -2.713, -2.303], [-0.420, -1.481, 0.751], [1.007, -0.961, 0.315], [5.165, -3.853, -1.539], [3.667, -3.459, -0.773], [5.765, -5.837, -1.003], [8.686, -6.421, 1.974], [9.388, -2.745, -0.735], [8.588, -4.054, -1.768], [4.931, -1.138, 0.915], [8.010, -1.088, -2.506], [7.092, 0.051, -1.372], [5.569, -1.875, -3.573], [5.937, -0.090, -3.897], [3.385, -0.503, -4.032], [4.165, 1.158, -3.602], [1.480, -0.154, -2.648], [1.815, 1.626, -3.019], [-0.180, 2.110, -1.584], [-2.551, 1.200, -0.859], [-4.011, -2.978, 2.066], [-3.698, -1.414, 3.045], [-2.258, -2.496, 2.492], [-3.510, 0.771, 1.819], [-5.056, -0.240, 1.665], [-4.395, 0.678, 0.114], [-4.275, -1.201, -1.227], [-5.087, -2.375, -0.054], [-3.090, -4.469, 0.770], [-1.401, -3.968, 0.015], [-2.460, -5.282, -0.765], [-5.199, -4.439, -1.230], [-4.874, -3.377, -2.793], [-3.811, -4.940, -2.469], [-1.998, -1.570, -2.284], [-1.178, -3.205, -2.036], [-2.462, -3.095, -3.365], [-0.443, -2.471, 1.348], [1.934, -1.583, 0.632], [3.724, -2.600, -0.282], [3.140, 4.398, -1.808], [2.626, 5.653, -1.127], [1.967, 6.520, -2.048], [0.485, 6.114, -2.564], [0.086, 7.652, -3.348], [-0.376, 5.937, -1.423], [0.611, 5.107, -3.588], [2.315, 3.779, -2.168], [3.733, 3.795, -1.116], [3.754, 4.655, -2.675], [1.966, 5.407, -0.289], [3.474, 6.208, -0.716], [0.023, 8.432, -2.590], [-0.877, 7.531, -3.845], [0.856, 7.883, -4.084], [-7.557, 0.474, 5.865], [-7.047, 1.305, 4.702], [-6.038, 2.224, 5.113], [-4.556, 1.651, 5.438], [-3.724, 3.212, 5.539], [-4.068, 0.938, 4.285], [-4.565, 1.060, 6.752], [-6.777, -0.187, 6.250], [-8.401, -0.148, 5.557], [-7.871, 1.118, 6.691], [-6.681, 0.668, 3.891], [-7.873, 1.897, 4.298], [-3.739, 3.688, 4.559], [-2.695, 3.019, 5.847], [-4.224, 3.831, 6.284]], "atomic_forces_ev_per_a": [[0.280, 4.880, -4.698], [-0.146, -5.036, 2.794], [1.254, -1.192, 1.496], [0.514, 1.094, 0.518], [-0.653, 0.298, 0.576], [0.332, 0.139, -0.954], [0.542, 0.187, -0.005], [0.457, 0.763, -1.639], [-0.812, 0.255, -0.434], [-0.542, -1.019, -0.625], [-2.624, -1.733, -0.761], [-2.722, -0.563, 1.271], [-1.027, -3.165, 2.155], [4.108, -1.775, 0.666], [3.067, 1.435, -1.542], [-0.307, 1.459, 0.966], [-0.142, -0.638, -0.753], [0.160, -0.703, 0.846], [0.816, 0.550, -0.727], [-0.865, -1.158, -0.764], [-0.196, -0.665, 0.212], [0.997, 0.575, 0.133], [1.157, -0.089, 0.514], [0.131, 2.589, -1.813], [-3.322, 1.973, -1.072], [-2.123, -0.733, -1.128], [2.174, 0.393, -0.002], [-0.364, 1.235, 0.374], [-0.301, 2.256, -1.207], [-1.711, -1.078, 0.030], [-0.362, 0.814, 1.813], [1.338, -0.572, -0.361], [-1.895, 0.276, 0.517], [-0.500, -1.838, -1.054], [0.373, 1.438, 0.876], [-0.211, -1.120, 1.657], [0.303, 1.372, 1.174], [-0.419, -1.445, 0.699], [1.533, 1.385, 0.128], [1.156, -1.526, 0.887], [0.082, -1.981, 1.336], [1.466, -1.189, 0.793], [1.241, 1.585, 0.381], [0.803, -0.899, -1.326], [-1.691, 0.704, -0.422], [-1.091, -1.076, -1.503], [1.400, 0.775, -1.273], [0.369, -0.894, 1.624], [0.398, -1.418, 1.332], [1.790, 0.457, -0.301], [1.125, 0.521, -1.723], [-2.055, -0.327, -0.253], [0.016, 1.822, 0.843], [1.225, 0.454, -1.334], [0.696, -1.376, 1.467], [-1.448, 1.456, 0.734], [-0.570, -1.956, -0.194], [-1.724, 0.947, -0.599], [0.180, 0.834, 1.780], [-0.011, 1.978, -1.097], [-1.791, 1.421, -0.710], [0.138, -1.060, -0.378], [-0.107, -0.232, -0.208], [0.523, -0.820, 0.562], [-0.975, 0.351, -0.540], [0.488, 0.388, -0.023], [0.136, 0.098, 0.032], [0.452, -0.304, -0.573], [-0.264, 0.273, 0.734], [0.085, 0.047, 0.101], [-0.053, 0.103, 0.009], [-0.004, 0.033, 0.127], [-0.089, 0.082, -0.158], [-0.273, 0.229, -0.205], [0.038, -0.119, -0.038], [0.094, -0.136, 0.108], [-0.052, -0.074, 0.095], [0.175, -0.191, 0.245], [-0.754, -0.759, -0.111], [1.057, 0.222, 0.140], [-0.320, 0.495, 0.160], [-0.125, 0.113, -0.069], [-0.349, -0.015, 0.698], [0.083, 0.006, -0.878], [-0.086, 0.055, -0.058], [0.029, 0.123, -0.059], [-0.031, -0.035, -0.136], [0.146, 0.109, 0.081], [0.350, 0.204, 0.047], [-0.037, -0.085, 0.080], [-0.140, -0.140, -0.037], [0.009, -0.116, -0.070]], "lowdin_charge": [0.05, -0.20, -0.32, 0.12, 0.42, -0.28, -0.28, -0.23, -0.17, -0.16, -0.15, -0.21, 0.02, 0.00, -0.10, -0.43, -0.05, -0.10, -0.13, -0.52, -0.09, -0.10, -0.07, -0.01, 0.03, 0.45, -0.43, 0.11, 0.05, 0.09, 0.09, -0.16, 0.09, 0.10, 0.10, 0.13, 0.14, 0.13, 0.13, 0.13, 0.11, 0.09, 0.08, 0.07, 0.07, 0.09, 0.09, 0.07, 0.13, 0.13, 0.08, 0.07, 0.09, 0.08, 0.09, 0.09, 0.07, 0.08, 0.08, 0.08, 0.09, -0.01, -0.07, -0.26, -0.27, 0.60, -0.12, -0.28, -0.29, 0.05, 0.09, 0.09, 0.12, 0.12, 0.07, 0.08, 0.08, -0.08, -0.27, -0.26, 0.61, -0.12, -0.29, -0.28, 0.07, 0.08, 0.09, 0.11, 0.12, 0.08, 0.08, 0.08], "e_tot_ha": -4021.13559, "homo_lumo_gap_ev": 8.533, "largest_force_ev_per_a": 6.78, "smiles": "C#CC[Si@@](S)(CCOCCOc1ccc(C(C)(C)CC(C)(C)C)cc1)P(O)Cl.CCOS(C)(=O)=O.CCOS(C)(=O)=O", "mol_weight_g_mol": 709.4}